63
Properties=species:S:1:pos:R:3:lowdin_charge:R:1 method="wB97M-V/def2-TZVPD" lumo_energy_ha="0.1582 / 0.1582" charge=-2 e_homo_ha="-0.0477 / -0.0477" orbital_gap_ev="5.60 / 5.60"
Ti -0.50 0.77 -0.38 0.60
O 3.51 0.59 1.26 0.00
C 2.29 0.74 1.18 -0.62
O 1.54 0.29 0.26 -0.16
C 1.54 1.42 2.34 -0.09
C 0.37 0.52 2.73 -0.25
C -0.19 0.89 4.11 -0.09
C -0.92 2.22 3.79 -0.09
C -0.67 2.36 2.29 -0.24
O -0.68 0.99 1.86 -0.17
C 0.79 2.77 2.01 -0.09
C 0.92 3.29 0.58 -0.58
O 1.55 4.31 0.36 0.04
O 0.26 2.62 -0.31 -0.15
H 2.25 1.56 3.16 0.14
H 0.52 -0.54 2.56 0.12
H -0.88 0.12 4.45 0.11
H 0.61 1.01 4.84 0.11
H -1.99 2.13 3.99 0.11
H -0.54 3.07 4.35 0.11
H -1.41 2.91 1.73 0.15
H 1.13 3.56 2.67 0.14
O -3.32 -1.81 0.75 -0.32
S -1.91 -1.96 0.98 0.48
O -1.48 -1.82 2.36 -0.31
O -1.10 -1.20 -0.01 -0.46
C -1.50 -3.66 0.56 -0.24
C -2.56 -4.52 0.31 -0.06
C -2.32 -5.86 0.05 -0.09
C -1.02 -6.34 0.03 -0.09
C 0.04 -5.47 0.27 -0.10
C -0.17 -4.12 0.53 -0.32
P 1.25 -2.96 0.83 1.17
C 2.04 -2.87 -0.82 -0.38
C 1.64 -3.57 -1.95 -0.10
C 2.33 -3.42 -3.15 -0.12
C 3.42 -2.57 -3.22 -0.12
C 3.81 -1.85 -2.10 -0.08
C 3.12 -1.99 -0.90 -0.11
C 2.35 -4.21 1.64 -0.37
C 2.01 -4.56 2.95 -0.10
C 2.78 -5.46 3.67 -0.11
C 3.91 -6.03 3.09 -0.12
C 4.26 -5.67 1.80 -0.10
C 3.48 -4.77 1.08 -0.09
H -3.56 -4.12 0.34 0.10
H -3.15 -6.53 -0.14 0.09
H -0.82 -7.38 -0.18 0.09
H 1.05 -5.85 0.24 0.10
H 0.78 -4.22 -1.92 0.10
H 1.99 -3.95 -4.03 0.09
H 3.94 -2.43 -4.16 0.09
H 4.63 -1.15 -2.16 0.10
H 3.40 -1.37 -0.05 0.09
H 1.14 -4.10 3.41 0.11
H 2.49 -5.73 4.68 0.09
H 4.51 -6.73 3.65 0.09
H 5.15 -6.10 1.34 0.09
H 3.77 -4.51 0.07 0.10
I 0.23 0.10 -3.06 0.02
C -2.21 1.43 -0.67 -0.23
H -3.09 0.79 -0.70 -0.04
H -2.45 2.50 -0.77 -0.04